# C2H6S2

An isolated molecule of C2H6S2 (ωB97M-V with the def2-TZVPD basis set, OMol25).

Values from the calculation:
maximum force = 0.03613 Eh/bohr
orbital gap = 8.71 eV
calculated total energy = -23841.387 eV
SMILES = CCSS

Geometry as ORCA input:
```
! RIJCOSX wB97M-V def2-TZVPD def2/J DEFGRID3
* xyz 0 1
S 2.09 1.84 0.23
S 1.30 -0.01 -0.47
C -0.38 0.24 -0.04
C -1.05 -1.13 0.19
H -0.97 0.71 -0.83
H 3.16 1.97 -0.59
H -0.44 0.85 0.86
H -1.56 -1.43 -0.73
H -1.86 -1.16 0.93
H -0.30 -1.88 0.46
*
```

Here are the natural (NBO) charges for atoms 1 to 6, given in e: -0.17 0.12 -0.57 -0.62 0.21 0.15

=====

# C2H6S2

An isolated molecule of C2H6S2 (ωB97M-V with the def2-TZVPD basis set, OMol25).

Values from the calculation:
maximum force = 0.05956 Eh/bohr
orbital gap = 9.71 eV
calculated total energy = -23840.532 eV
SMILES = SCCS

Geometry as ORCA input:
```
! RIJCOSX wB97M-V def2-TZVPD def2/J DEFGRID3
* xyz 0 1
S 2.15 0.08 -0.28
S -2.15 0.01 -0.11
C -0.54 0.63 -0.14
C 0.45 -0.44 0.10
H 0.15 -1.11 -0.65
H 2.27 0.19 1.18
H 0.66 -0.79 1.16
H -0.35 1.16 -1.01
H -0.59 1.38 0.69
H -2.05 -1.10 -0.96
*
```

Here are the natural (NBO) charges for atoms 1 to 6, given in e: -0.05 0.00 -0.57 -0.52 0.21 0.13

=====

# C2H7BFO

The ion C2H7BFO with charge -1 (ωB97M-V with the def2-TZVPD basis set, OMol25).

Values from the calculation:
maximum force = 0.04969 Eh/bohr
orbital gap = 8.09 eV
calculated total energy = -7629.238 eV

Geometry as ORCA input:
```
! RIJCOSX wB97M-V def2-TZVPD def2/J DEFGRID3
* xyz -1 1
F 0.62 1.79 0.85
O -1.71 -0.97 -0.34
C 1.43 -0.39 -0.20
C 0.23 0.36 0.64
B -1.10 0.38 -0.33
H 2.25 0.41 -0.49
H 1.02 -0.82 -1.23
H -2.14 -1.20 0.53
H -0.71 0.58 -1.45
H 1.92 -1.31 0.39
H -1.85 1.25 -0.06
H 0.05 -0.09 1.70
*
```

Here are the natural (NBO) charges for atoms 1 to 6, given in e: -0.45 -0.95 -0.67 0.01 0.15 0.20

=====

# C2H7Br2N3O4PdS2

A structure of composition C2H7Br2N3O4PdS2 (ωB97M-V with the def2-TZVPD basis set, OMol25).

Values from the calculation:
maximum force = 0.00883 Eh/bohr
orbital gap = 8.39 eV
calculated total energy = -180082.748 eV

Geometry as ORCA input:
```
! RIJCOSX wB97M-V def2-TZVPD def2/J DEFGRID3
* xyz 0 1
Pd 0.44 0.64 -0.51
Br -1.37 2.33 -0.79
Br -3.21 0.34 0.92
S 1.70 1.69 1.13
S 0.45 -1.81 -1.35
O -0.25 -2.48 -0.27
O -0.40 -0.63 -1.85
O 0.91 -2.64 -2.41
O 1.61 -0.98 -0.72
N 0.27 -0.86 2.08
N 1.65 -0.78 2.25
N 3.66 0.27 2.14
C 2.35 0.28 1.87
C -2.80 0.99 -0.82
H 0.04 -1.54 1.34
H -3.66 1.49 -1.23
H -0.16 -1.12 2.96
H 4.09 -0.48 2.66
H 4.24 0.96 1.72
H 2.16 -1.64 2.41
H -2.42 0.19 -1.43
*
```

Here are the natural (NBO) charges for atoms 1 to 6, given in e: 0.76 0.16 0.08 -0.16 2.54 -1.02

=====

# C2H7BrN

A cluster of 2 separate species, C2H7BrN in total (ωB97M-V with the def2-TZVPD basis set, OMol25).

Values from the calculation:
maximum force = 0.09345 Eh/bohr
orbital gap = 9.81 eV
calculated total energy = -73712.586 eV

Geometry as ORCA input:
```
! RIJCOSX wB97M-V def2-TZVPD def2/J DEFGRID3
* xyz 1 1
Br -2.59 -0.87 0.65
N 0.67 -0.38 -1.23
C 0.83 -0.23 0.00
C 0.61 0.96 0.79
H 0.71 -1.32 -1.65
H 0.16 0.78 1.73
H 0.31 0.26 -2.02
H 1.67 1.37 0.95
H 1.17 -1.15 0.56
H -3.68 -1.19 -0.07
H 0.15 1.77 0.29
*
```

Here are the natural (NBO) charges for atoms 1 to 6, given in e: -0.21 -0.61 0.34 -0.71 0.44 0.28

=====

# C2H7BrN2S

An isolated molecule of C2H7BrN2S (ωB97M-V with the def2-TZVPD basis set, OMol25).

Values from the calculation:
maximum force = 0.07919 Eh/bohr
orbital gap = 9.48 eV
calculated total energy = -86042.980 eV
SMILES = CSN(N)CBr

Geometry as ORCA input:
```
! RIJCOSX wB97M-V def2-TZVPD def2/J DEFGRID3
* xyz 0 1
Br 3.08 -0.84 0.30
S -0.22 -0.92 0.59
N 0.34 1.71 0.53
N 0.29 0.47 -0.21
C 1.76 0.06 -0.87
C -1.97 -1.12 0.16
H 1.51 -0.68 -1.61
H -0.66 2.04 0.60
H -2.46 -1.89 0.82
H -2.15 -1.44 -0.89
H -2.24 -0.03 0.37
H 0.59 1.55 1.48
H 2.13 1.10 -1.26
*
```

Here are the natural (NBO) charges for atoms 1 to 6, given in e: -0.02 0.35 -0.66 -0.47 -0.27 -0.78

=====

# C2H7ClN3

A structure of composition C2H7ClN3 (ωB97M-V with the def2-TZVPD basis set, OMol25).

Values from the calculation:
maximum force = 0.08243 Eh/bohr
orbital gap = 9.27 eV
calculated total energy = -19170.280 eV

Geometry as ORCA input:
```
! RIJCOSX wB97M-V def2-TZVPD def2/J DEFGRID3
* xyz 1 1
Cl -2.79 0.52 0.06
N -0.95 -1.15 -0.72
N -0.42 -1.28 0.59
N 1.90 1.03 -0.15
C -0.34 -0.04 0.85
C -1.03 0.29 -0.37
H 0.07 0.58 1.56
H -1.82 -1.65 -1.01
H 1.87 0.15 -0.69
H -0.85 0.97 -1.12
H -0.18 -2.17 1.12
H 2.61 0.85 0.56
H 1.93 1.89 -0.67
*
```

Here are the natural (NBO) charges for atoms 1 to 6, given in e: 0.01 -0.40 -0.26 -1.11 0.22 -0.08

=====

# C2H7ClN3

A structure of composition C2H7ClN3 (ωB97M-V with the def2-TZVPD basis set, OMol25).

Values from the calculation:
maximum force = 0.03652 Eh/bohr
orbital gap = 8.89 eV
calculated total energy = -19170.965 eV

Geometry as ORCA input:
```
! RIJCOSX wB97M-V def2-TZVPD def2/J DEFGRID3
* xyz 1 1
Cl -2.32 1.47 0.11
N 2.72 1.14 0.10
N -0.85 -1.40 0.47
N -2.12 -1.26 0.01
C -0.32 -0.40 -0.18
C -1.69 -0.02 -0.66
H -2.92 -1.31 0.63
H 2.63 2.09 0.45
H -1.89 0.00 -1.73
H 3.32 0.65 0.76
H 0.69 -0.02 -0.24
H 3.22 1.20 -0.78
H -0.46 -2.14 1.05
*
```

Here are the natural (NBO) charges for atoms 1 to 6, given in e: 0.07 -1.10 -0.22 -0.40 0.18 -0.12

=====

# C2H7ClN5

The ion C2H7ClN5 with charge +1 (ωB97M-V with the def2-TZVPD basis set, OMol25).

Values from the calculation:
maximum force = 0.09598 Eh/bohr
orbital gap = 10.26 eV
calculated total energy = -22152.894 eV
SMILES = [H]/N=C(\NCl)NC(N)=[NH2+]

Geometry as ORCA input:
```
! RIJCOSX wB97M-V def2-TZVPD def2/J DEFGRID3
* xyz 1 1
Cl -3.94 -0.23 0.06
N 1.34 1.21 0.02
N 2.25 -0.88 0.07
N -1.13 1.38 -0.26
N -0.01 -0.65 -0.18
N -2.26 -0.62 -0.04
C -1.21 0.14 -0.12
C 1.21 -0.10 -0.04
H -2.08 1.76 -0.08
H 2.12 -1.95 -0.06
H 0.67 1.85 -0.36
H 2.18 1.79 0.41
H -0.27 -1.66 -0.29
H -2.00 -1.44 0.40
H 3.12 -0.62 0.46
*
```

Here are the natural (NBO) charges for atoms 1 to 6, given in e: 0.24 -0.77 -0.75 -0.74 -0.60 -0.60

=====

# C2H7FN5

A cluster of 2 separate species, C2H7FN5 in total (ωB97M-V with the def2-TZVPD basis set, OMol25).

Values from the calculation:
maximum force = 0.09279 Eh/bohr
orbital gap (spin up / spin down) = 8.95 / 9.43 eV
calculated total energy = -12343.644 eV

Geometry as ORCA input:
```
! RIJCOSX wB97M-V def2-TZVPD def2/J DEFGRID3
* xyz 1 1
F 2.76 -1.24 -0.67
N -1.94 -0.98 -0.46
N 2.54 -0.63 0.50
N -0.20 0.53 -0.06
N 0.08 -1.68 0.67
N 1.70 1.99 0.04
C -0.68 -0.87 0.06
C 1.01 0.92 -0.05
H -2.33 -1.92 -0.62
H -0.95 1.13 0.13
H -0.17 -2.64 0.71
H 1.84 -1.31 0.79
H -2.28 -0.16 -0.99
H 2.65 1.79 -0.21
H 1.25 2.84 0.31
*
```

Here are the natural (NBO) charges for atoms 1 to 6, given in e: -0.21 -0.81 -0.05 -0.62 -0.74 -0.74